Computed, not measured: C44H39Br3CsIN4O2S2Sb as an isolated structure at a distorted geometry, with ωB97M-V with the def2-TZVPD basis set.

Atoms and positions in Å:
C 1.60269 3.68383 1.76750
H -0.24221 5.49585 3.05806
H 1.17551 -2.85534 1.68024
Sb -1.24942 -1.36195 0.86040
C -1.75032 -6.24181 1.21043
C -4.33232 -0.82170 1.63203
H 1.17288 -3.22758 -0.03749
C -0.35417 -4.27120 1.05775
Br 8.57124 -1.91308 -2.47492
C 3.07972 1.85561 -4.41551
H 4.45654 1.05302 0.63962
C -0.85521 -3.02238 4.18634
Br -0.07283 3.92454 -2.75924
H -1.88623 4.52372 -5.04002
C 5.14652 -1.83654 -0.12628
C 4.67682 -0.41023 -2.00600
H -0.42908 -1.40106 6.22288
C -1.82529 3.42486 0.76016
H -0.23245 1.04784 6.29250
H -2.89040 -0.56688 -1.42916
N -0.56237 3.10562 0.73864
H 5.64187 1.29835 -5.28815
H -5.05035 -1.31209 3.58632
H -0.41794 2.35296 4.16205
C -4.09731 -1.20489 3.06528
C -2.75751 -4.07296 1.06052
C 4.55252 2.10241 0.36234
H 0.00821 -3.49717 3.71710
C -2.90757 2.67389 -5.46730
H -2.29879 -0.18474 -3.77055
H 7.27974 -0.18118 -4.16330
C -0.49550 -5.65020 1.15274
C -0.52870 -0.83138 5.30500
C 3.55488 2.89744 1.13469
C -0.74971 0.59282 2.98408
H 0.39471 -6.26872 1.17359
C -2.88699 -5.45342 1.15559
C 5.39764 0.79950 -4.35871
I -0.90366 -2.43289 -2.73782
Br 4.69299 -2.63012 1.53058
C -4.94207 -0.12504 -1.01495
H -3.50241 -0.45994 3.59323
C 2.36383 4.23316 2.75403
H -0.79686 1.17659 2.07067
C -1.50639 -3.47368 1.03435
H 3.35100 2.14568 -5.43019
O 3.06026 -0.72341 -0.29298
H -3.55649 -2.14757 3.14737
H -3.65234 -3.46237 0.99995
N 3.79322 0.40332 -2.64814
C -3.32705 -0.85478 0.64901
N -1.41864 1.62539 -3.37850
C 6.42035 -2.09506 -0.65277
S 3.99276 3.78727 2.52375
O -3.61789 3.23863 -6.48164
H -2.32560 2.05991 -0.75279
H -1.72900 -3.42011 3.67104
H -3.53783 2.15582 0.53120
H 1.79903 -4.39556 1.12353
C -1.31674 2.87893 -3.75232
C 4.12187 0.98052 -3.77907
C 5.95922 -0.65951 -2.53065
H 7.08146 -2.75368 -0.10527
C -0.41666 0.55085 5.34753
C -5.61757 -0.42705 1.26195
H -3.87127 -5.90504 1.17779
S -2.22705 4.67356 1.85682
C -0.76788 -1.52233 4.11850
H 5.57279 2.43511 0.55283
H 2.91853 2.75987 -3.82489
C -5.92572 -0.07679 -0.04352
Cs 1.11840 0.11200 -1.41778
H -5.16727 0.13761 -2.04168
H -0.88895 -3.35135 5.22585
H 4.33421 2.18522 -0.70134
C -2.84716 2.73772 -0.08045
C 1.01368 -3.65893 0.95492
C 4.20891 -1.00399 -0.74251
C -3.03859 1.33564 -5.11547
C -2.01929 3.48548 -4.78084
C 6.83069 -1.52849 -1.82152
C -2.27000 0.85847 -4.07196
N 2.28397 2.91988 0.84591
H 2.03692 4.84668 3.57607
H -6.93808 0.21803 -0.29355
C -3.65721 -0.50992 -0.66254
C 0.14644 3.87724 1.63140
C 6.29801 -0.01313 -3.74057
H -3.71195 0.67351 -5.64502
H -1.83492 -7.31970 1.28081
H 2.12003 1.33663 -4.45249
H -6.39384 -0.40829 2.01945
H -3.42562 3.44783 -0.67427
H -4.18703 2.57051 -6.87189
C -0.90560 -0.79213 2.92890
C -0.52202 1.27438 4.17304
C -0.59074 4.78363 2.32968

Cartesian forces (eV/Å) of the 3 atoms listed first:
-0.25 -0.01 -0.11
-0.06 0.03 0.00
-0.04 0.01 0.01

Output
Spin multiplicity: 1
Energy relative to the best compared isomer or geometry (same formula, charge and spin) (eV): 0.801
Orbital gap (eV): 6.43
E_LUMO (Eh): 0.0653
Charge: -1